# 1
ORCA calculation (ωB97M-V/def2-TZVPD) on 15 unconnected molecules or ions with the total composition C5H40NO15 at a distorted geometry.

Computed properties:
- HOMO (alpha / beta) (hartree) = -0.143 / -0.271
- energy above the lowest of the compared OMol25 structures with the same formula, charge and spin (kcal per mole) = 85.2
- M (g/mol) = 354.37
- spin multiplicity = 2

```
61
Properties=species:S:1:pos:R:3:forces:R:3:lowdin_charge:R:1
O 2.2858 1.2052 2.2169 1.7 1.0 1.2 -0.168
C 1.2629 0.6083 1.7805 -1.7 -1.0 -0.7 -0.331
C 1.1121 0.3847 0.3196 -0.9 -1.1 1.4 -0.259
C -0.1788 0.8988 -0.2370 -1.6 0.7 1.3 -0.356
C 0.0821 1.1743 -1.6832 -2.2 2.1 -2.5 -0.087
C -1.4137 0.0011 0.0917 -0.8 2.6 -2.0 -0.081
N 1.0589 -1.1628 0.0967 -0.3 -2.7 -1.5 0.133
H 0.3248 0.3557 2.4072 2.2 0.7 -1.1 0.079
H 1.8887 0.7177 -0.3642 0.5 0.2 0.9 0.100
H -0.4882 1.8533 0.2874 1.0 -0.7 -0.6 0.152
H -0.9272 1.1929 -2.2597 1.6 -0.7 0.4 0.102
H 0.9172 0.6589 -2.1717 -0.6 -0.3 0.4 0.046
H 0.3733 2.2195 -1.8900 0.1 -0.1 0.8 0.093
H -1.6442 -0.1917 1.1255 0.6 0.0 0.2 0.050
H -1.3561 -0.9251 -0.4515 -0.1 -0.3 -0.2 0.035
H -2.3423 0.6238 -0.2750 1.8 -1.4 0.6 0.091
H 2.0178 -1.5939 0.3085 -1.4 1.2 -1.1 0.100
H 0.4917 -1.7215 0.7467 -0.5 1.1 0.2 0.104
H 0.6371 -1.4911 -0.8967 1.6 0.9 2.2 0.140
H -1.5977 0.4153 4.2887 -0.2 0.4 0.3 0.061
H -1.0106 0.0490 2.9961 0.0 0.0 -0.1 -0.010
O -1.4554 0.7958 3.4176 -0.4 -0.5 0.3 -0.057
H 0.3291 -0.5565 -3.3007 0.8 -1.4 1.3 0.069
H -0.1957 -1.9109 -3.1766 0.1 -0.5 0.4 0.030
O 0.5655 -1.4181 -2.8283 -1.0 1.1 -1.9 -0.095
H -3.9682 -2.0599 1.0390 -0.4 0.1 -0.5 0.061
H -3.2271 -1.4279 -0.2237 -0.8 0.3 -0.5 -0.003
O -3.1458 -1.7370 0.6714 0.1 -1.1 1.4 -0.065
H 3.4003 -2.4729 2.3369 0.0 0.3 0.2 0.080
H 2.7644 -3.2905 1.2306 0.0 -0.1 0.1 0.064
O 2.5661 -2.8764 2.0806 0.3 -0.4 -0.5 -0.037
H -1.5441 -3.4502 -1.2959 0.3 0.1 0.5 0.055
H -1.7687 -3.3929 0.2215 0.0 0.4 -0.1 0.035
O -1.0961 -3.2393 -0.4561 0.0 -0.6 -0.6 -0.065
H 2.0730 3.0489 1.3566 0.2 -0.1 0.3 -0.005
H 3.3168 3.9122 1.1803 0.1 -0.2 0.0 0.016
O 2.3634 3.9285 1.0683 -0.2 0.2 -0.2 -0.076
H -4.9706 0.4025 -1.8464 -0.9 -0.7 0.5 0.066
H -3.6105 0.6328 -2.0170 0.4 -1.0 1.0 0.049
O -4.1742 -0.1130 -1.6681 0.3 1.8 -1.4 -0.078
H -3.5743 3.5938 -1.7257 0.0 0.1 -0.2 0.042
H -3.0759 3.0471 -0.4060 0.0 -0.6 -0.1 0.031
O -3.2629 2.7765 -1.3296 0.0 0.3 0.4 -0.064
H 3.9419 1.4156 1.4511 -0.8 -0.2 0.2 -0.003
H 5.4024 0.9879 1.1736 0.1 -0.1 0.2 0.033
O 4.6842 1.5183 0.8299 0.5 0.2 -0.5 -0.067
H -3.2167 -1.1077 -2.9920 0.0 -0.3 0.8 0.000
H -2.5779 -0.7629 -4.2481 0.7 -0.5 0.2 0.065
O -2.3673 -1.2599 -3.4304 -0.5 0.6 -1.2 -0.070
H -3.5287 1.7106 1.8616 -0.7 0.1 -0.2 0.036
H -2.1400 2.0569 2.0260 -1.0 1.2 -0.5 0.044
O -2.9796 2.4683 1.6406 1.7 -1.1 0.6 -0.082
H 3.2691 -0.4477 -0.9661 0.6 -0.2 0.1 0.006
H 2.9930 -1.7757 -1.6110 0.4 0.1 0.5 0.063
O 3.4074 -1.4045 -0.8045 0.3 -0.3 -1.1 -0.081
H 3.6376 1.4622 -2.7271 -0.3 -0.1 -0.2 0.061
H 4.3949 1.4259 -1.4250 -0.8 -0.1 0.5 0.060
O 3.5169 1.2108 -1.8067 1.0 0.3 -0.2 -0.060
H 1.1001 -2.2730 2.8106 -0.1 0.3 0.6 -0.018
H 0.1921 -2.7372 3.9650 0.0 -0.2 0.1 0.034
O 0.4680 -1.9530 3.4869 -0.3 0.0 -0.3 -0.070
```
Forces are in eV/Å.



# 2
ORCA calculation (ωB97M-V/def2-TZVPD) on 15 unconnected molecules or ions with the total composition C5H40O14S2 at a distorted geometry.

Computed properties:
- HOMO (hartree) = -0.334
- energy above the lowest of the compared OMol25 structures with the same formula, charge and spin (kcal per mole) = 0.0
- M (g/mol) = 388.50

```
61
Properties=species:S:1:pos:R:3:forces:R:3:lowdin_charge:R:1
C 0.6025 1.8513 -3.5774 -0.1 0.9 -1.2 -0.345
C 1.6431 0.7534 -3.6280 0.4 -0.5 0.1 -0.116
C 0.3621 2.4051 -2.1880 0.4 1.1 0.7 -0.524
S -0.6527 1.2343 -1.2090 -0.6 0.1 -1.0 0.506
S -0.0344 1.1034 0.6721 0.8 0.0 1.0 0.501
C -0.8787 2.3677 1.6830 -0.8 -0.5 0.2 -0.548
C -0.3958 2.2165 3.1274 0.1 -0.5 -0.4 -0.150
H 0.8912 2.7162 -4.2602 -0.2 -1.0 0.9 0.128
H -0.3499 1.4883 -4.0279 0.5 0.1 0.4 0.105
H 1.3283 -0.1332 -3.0740 -0.2 0.0 0.0 0.038
H 1.8351 0.4240 -4.6516 0.0 0.1 0.1 0.081
H 2.6073 1.0296 -3.1721 -0.3 0.2 -0.2 0.069
H -0.1408 3.3888 -2.2427 0.0 -0.6 0.0 0.079
H 1.3099 2.6317 -1.6552 -0.5 -0.4 -0.2 0.065
H -1.9624 2.1630 1.6571 0.5 0.1 -0.1 0.052
H -0.7143 3.3593 1.2849 0.2 0.2 -0.1 0.069
H -0.9028 2.9234 3.7535 -0.3 0.4 0.3 0.071
H -0.5824 1.2199 3.5314 -0.2 0.0 -0.2 0.059
H 0.6664 2.3825 3.2301 0.4 0.2 -0.1 0.057
H 1.1935 -2.4324 2.8173 -0.1 -0.2 0.0 0.040
H 0.4610 -1.3210 3.5476 -0.4 0.2 0.0 0.014
O 1.3569 -1.6605 3.3640 0.6 -0.1 0.0 -0.050
H -1.9263 -0.7470 2.9758 0.3 0.2 0.4 0.006
H -1.3441 -2.1005 3.0964 0.2 0.3 0.5 0.012
O -1.3008 -1.2288 3.5662 -0.4 -0.3 -0.5 -0.118
H 3.1753 -1.1215 0.5212 -0.3 0.2 -1.1 0.045
H 2.9557 -0.2410 -0.7184 -0.1 -0.1 0.0 0.013
O 2.9169 -1.1756 -0.4636 0.3 -0.3 0.7 -0.119
H 2.5954 -0.8308 2.5274 -0.3 -0.1 0.4 0.012
H 2.8999 0.4934 1.8266 -0.1 0.0 0.0 0.033
O 3.2726 -0.3825 1.9784 0.4 0.3 0.0 -0.059
H -2.0715 -2.1961 -1.0738 0.1 -0.1 -0.1 0.038
H -3.1182 -3.1497 -0.4207 0.2 0.2 0.0 0.114
O -2.6506 -2.3106 -0.2816 -0.3 -0.4 -0.6 -0.078
H 3.0476 2.8783 0.2756 -0.3 0.6 0.1 -0.025
H 2.2758 3.7137 1.3028 0.0 0.1 -0.1 0.023
O 2.7070 3.7837 0.4438 0.1 -0.4 0.1 -0.083
H 3.9644 1.8231 -1.2899 0.0 -0.1 0.3 0.090
H 4.5074 1.1555 0.0020 -0.4 0.1 -0.3 0.104
O 3.6829 1.4194 -0.4523 0.8 0.0 -0.2 -0.060
H -2.8487 -1.0228 0.9883 0.2 -0.2 -0.4 -0.015
H -3.3654 0.4037 1.2951 0.2 -0.1 0.1 0.006
O -3.1066 -0.4467 1.7016 -0.4 0.5 0.7 -0.061
H -0.3807 -3.2278 1.3392 -0.9 -0.1 0.7 0.021
H -1.8507 -2.8718 1.2045 0.1 -0.2 0.2 -0.007
O -1.2501 -3.3091 1.8269 0.8 -0.2 -0.4 -0.084
H -5.4312 -0.9803 -0.3926 -0.3 0.2 0.0 0.071
H -3.9892 -1.2123 -0.7008 0.1 0.1 -0.2 0.000
O -4.7381 -0.6532 -0.9744 -0.1 -0.2 0.1 -0.049
H 1.7636 -3.4825 -2.2251 0.2 -0.3 0.3 0.068
H 2.0603 -2.0203 -1.7905 0.3 -0.2 0.1 0.005
O 1.5954 -2.5694 -2.4444 -0.3 0.4 -0.9 -0.056
H -0.1079 -2.3255 -2.5316 0.1 -0.2 0.2 0.016
H -1.1999 -1.3860 -2.9832 -0.3 0.4 -0.1 0.046
O -1.0818 -2.1783 -2.4595 0.2 -0.1 0.0 -0.065
H 1.5376 -2.1840 0.0828 -0.4 0.3 -0.2 0.019
H 0.0761 -2.4581 -0.4460 0.2 0.4 -0.2 0.024
O 0.7544 -2.7577 0.1610 0.2 -0.6 0.6 -0.047
H -3.4428 2.2110 -0.3563 0.2 0.1 -0.1 0.030
H -4.2774 0.9221 -0.3301 -0.1 0.1 0.0 0.011
O -3.9495 1.6545 0.2371 -0.3 0.0 -0.2 -0.083
```
Forces are in eV/Å.



# 3
ORCA calculation (ωB97M-V/def2-TZVPD) on 15 unconnected molecules or ions with the total composition C5H41N2O14 at a distorted geometry.

Computed properties:
- HOMO (hartree) = -0.411
- energy above the lowest of the compared OMol25 structures with the same formula, charge and spin (kcal per mole) = 67.4
- M (g/mol) = 353.38
- total charge = +1

```
62
Properties=species:S:1:pos:R:3:forces:R:3:lowdin_charge:R:1
C 1.5113 -2.0326 2.4965 0.4 -0.3 1.5 -0.093
C 1.5437 -0.5468 2.7634 0.3 1.9 -0.4 -0.225
C 0.3800 0.2645 2.1323 -0.8 -1.4 0.3 -0.121
C 0.1287 -0.0504 0.6741 0.9 1.5 0.1 -0.317
C 0.5739 0.7789 -0.3119 -0.9 -0.2 -0.5 -0.072
N -0.0722 0.6781 -1.6545 -0.1 -0.9 1.1 0.166
N -0.6122 -1.1239 0.4098 -0.3 -1.2 -0.7 0.166
H 2.1133 -2.6121 3.2090 0.6 0.5 -0.2 0.080
H 1.8696 -2.2759 1.5047 -0.5 -0.3 -0.3 0.066
H 0.5430 -2.4325 2.8061 -0.3 0.0 -1.0 0.054
H 1.6903 -0.2423 3.7997 -0.7 -0.5 0.3 0.116
H 2.3894 0.0131 2.3515 0.5 -0.9 -0.4 0.075
H 0.5280 1.3193 2.3170 0.1 0.1 -0.1 0.087
H -0.5806 -0.0386 2.5875 0.3 0.2 0.2 0.105
H 1.2629 1.5939 -0.2264 -0.1 0.2 0.3 0.077
H 0.4687 0.0625 -2.2745 -0.2 0.6 -0.4 0.116
H -0.9677 0.1934 -1.5465 -0.3 -0.7 0.1 0.079
H -0.4231 1.5386 -2.0554 1.0 0.6 -0.4 0.107
H -0.6643 -1.5384 -0.5036 0.3 0.4 -0.4 0.057
H -1.2013 -1.6122 1.0478 0.0 0.4 1.0 0.082
H 4.2848 -1.2493 0.9398 -0.1 0.5 0.0 0.006
H 4.9154 -2.5976 0.7614 0.3 -0.3 0.0 0.053
O 4.9438 -1.7063 0.4057 -0.3 -0.4 0.0 -0.057
H -2.4633 -1.4407 4.3489 0.1 -0.3 0.2 0.058
H -1.4656 -2.5524 3.8688 -0.1 -0.1 0.4 0.042
O -1.9475 -1.7660 3.6058 -0.1 0.2 -0.6 -0.040
H 0.4025 4.5399 -1.2723 -0.3 0.1 0.3 0.080
H 0.0147 3.2931 -0.3661 -0.1 0.7 -0.3 0.014
O 0.5983 3.6191 -1.0813 0.4 -0.2 0.1 -0.069
H 0.0524 -2.2777 -3.1755 0.2 -0.1 -0.2 0.071
H 1.2887 -2.1853 -2.1807 -0.2 -0.1 -0.3 0.026
O 0.3802 -1.8515 -2.3810 0.0 -0.1 0.4 -0.056
H 3.0157 2.6103 2.6183 -0.1 -0.1 -0.8 0.041
H 1.6492 3.1042 1.8780 0.7 -0.2 -0.5 0.013
O 2.1550 3.0255 2.6839 -0.5 0.4 1.3 -0.038
H -2.6912 -4.2475 -1.5308 -0.9 -0.4 -0.1 0.069
H -1.7268 -3.2224 -1.3357 0.3 0.7 0.0 0.032
O -2.6848 -3.2926 -1.4209 0.7 -0.5 0.1 -0.035
H -3.2850 -0.2668 -1.3655 0.0 0.1 -0.4 0.016
H -2.8451 -1.4779 -2.3141 -0.2 0.1 0.2 0.042
O -2.5955 -0.6121 -1.9644 0.1 0.2 -0.1 -0.068
H 3.3454 -1.9555 -1.1459 0.5 -0.2 0.0 0.030
H 3.5939 -2.9677 -2.3221 0.3 0.1 0.1 0.071
O 2.9290 -2.5879 -1.7462 -0.7 0.1 0.1 -0.036
H -3.4165 1.8991 -3.1361 -0.4 0.0 0.0 0.058
H -3.3884 3.2467 -2.3085 -0.4 0.1 -0.5 0.056
O -2.8751 2.5015 -2.6255 1.0 0.2 0.5 -0.032
H 1.8803 2.7854 -3.9394 0.0 -0.1 -0.1 0.050
H 1.2756 2.8756 -2.5280 0.0 -0.1 -0.1 -0.011
O 1.4107 2.2673 -3.2783 0.2 0.1 -0.1 -0.070
H -3.2062 -1.5581 0.0823 -0.2 -0.6 0.2 0.002
H -3.6328 -1.6767 1.6115 0.1 -0.4 -0.2 0.051
O -3.3974 -1.0819 0.8945 -0.2 0.6 0.4 -0.052
H -1.9407 2.6913 -0.6744 -0.3 -0.4 0.1 0.003
H -2.0216 2.6677 0.9096 -0.1 -0.3 -0.2 0.068
O -1.7628 3.1777 0.1380 0.1 0.6 0.1 -0.030
H -3.9244 2.0603 -0.4906 -0.1 0.0 -0.4 0.021
H -4.2448 0.9663 0.4654 -0.1 -0.7 0.0 0.050
O -4.1708 1.1301 -0.4829 0.0 0.5 0.5 -0.054
H 2.9115 0.9176 -0.0437 0.3 0.0 -0.4 0.007
H 4.4808 0.6480 -0.0749 -0.1 0.2 -0.4 0.062
O 3.6766 0.6105 0.4463 0.0 0.0 0.8 -0.045
```
Forces are in eV/Å.